Record 1
78
Properties=species:S:1:pos:R:3 method="wB97M-V/def2-TZVPD" charge=+1 total_energy_ha=-2241.422954 e_homo_ev=-10.935 molar_mass_g_mol=480.262
C -0.6461 1.7395 1.5054
C -1.2712 2.2796 2.7894
C -2.8055 2.1774 2.9251
C -3.6027 2.1795 1.6269
C -3.6938 0.8313 0.9150
C -4.0290 0.9867 -0.5704
C -4.3545 -0.3310 -1.2666
C -3.0991 -1.0723 -1.7300
C -2.4123 -0.3936 -2.9356
Si -1.7999 -1.5802 -4.2242
Cl -3.3851 -2.8752 -4.6519
C -1.3279 -0.7674 -5.8376
C 0.1887 -0.5568 -6.0421
C 0.6353 -0.7719 -7.4958
O -0.5649 -2.4593 -3.5812
Si -0.0970 -3.9151 -4.2123
O 1.4191 -4.1690 -3.6478
C 2.3298 -4.9343 -4.4227
C 3.7451 -4.4130 -4.2427
O 3.7436 -3.0095 -4.2386
C 5.0221 -2.4612 -4.4960
C 5.0136 -0.9875 -4.1051
H -0.6963 0.6544 1.4504
H 0.4134 2.0005 1.4749
H -1.1039 2.1622 0.6151
H -0.8309 1.7207 3.6229
H -0.9494 3.3138 2.9197
H -3.1293 3.0420 3.5077
H -3.0653 1.3040 3.5231
H -3.2220 2.9318 0.9342
H -4.6230 2.4865 1.8640
H -4.4504 0.2030 1.3877
H -2.7530 0.2869 1.0030
H -3.1716 1.4638 -1.0532
H -4.8522 1.6990 -0.6597
H -5.0023 -0.1403 -2.1234
H -4.9236 -0.9694 -0.5888
H -2.3963 -1.1005 -0.8954
H -3.3612 -2.1057 -1.9483
H -3.0720 0.3390 -3.4022
H -1.5393 0.1599 -2.5806
H -1.8387 0.1954 -5.8655
H -1.7281 -1.3781 -6.6454
H 0.4390 0.4672 -5.7702
H 0.7752 -1.2078 -5.3975
H 1.6884 -1.0416 -7.5408
H 0.0746 -1.5783 -7.9644
H 0.4912 0.1354 -8.0783
H -1.0177 -4.9904 -3.8183
H -0.0441 -3.8285 -5.6907
H 2.3021 -5.9699 -4.0773
H 2.0665 -4.9347 -5.4821
H 4.1957 -4.8058 -3.3260
H 4.3477 -4.7816 -5.0809
H 5.7741 -3.0084 -3.9186
H 5.2742 -2.5913 -5.5522
H 5.5518 -0.8329 -3.1749
H 5.4810 -0.3890 -4.8821
H 3.9838 -0.6669 -3.9752
C 2.0317 3.1627 10.1858
C 0.7514 2.6175 9.5786
N 0.9284 2.2119 8.1721
C 0.5300 1.0140 7.6271
C 0.8340 1.0556 6.3075
N 1.4108 2.2795 6.0676
C 1.4547 2.9595 7.2084
C 1.8950 2.7656 4.7727
H 2.3729 4.0633 9.6753
H 1.8536 3.4237 11.2265
H 2.8300 2.4221 10.1471
H -0.0505 3.3538 9.6159
H 0.4167 1.7338 10.1158
H 0.0697 0.2567 8.2357
H 0.6976 0.3437 5.5134
H 1.8511 3.9528 7.3242
H 2.9642 2.9540 4.8245
H 1.3679 3.6787 4.5093
H 1.6941 2.0096 4.0211

=====

Record 2
93
Properties=species:S:1:pos:R:3 method="wB97M-V/def2-TZVPD" e_above_lowest_kcal_mol=43.49 charge=+1 total_energy_ha=-2980.530668 e_homo_ev=-9.460 molar_mass_g_mol=633.835
C -0.9369 1.6617 2.0385
C -2.0508 1.1349 0.0212
C -1.8820 2.6246 2.3600
C -3.0169 2.1052 0.2553
C -2.9385 2.8249 1.4619
H -1.7505 3.1762 3.3076
H -3.8047 2.2632 -0.5083
H -3.7022 3.5660 1.6813
N -1.1542 0.8308 0.9963
P 1.9144 1.0210 1.8648
P -1.4950 -1.4641 -1.2224
C 0.3642 1.4308 2.8570
H 0.6254 2.3168 3.4649
H 0.2033 0.5782 3.5587
C 2.4673 -2.0404 -0.3349
O 3.2860 -2.6903 -0.8096
C -1.8446 0.4178 -1.3206
H -2.7272 0.5319 -1.9642
C -1.0372 -2.1082 -2.9493
C -2.8679 -2.3403 -0.3181
C 2.4960 2.5405 0.9166
C 3.1621 0.2007 3.0117
C 0.5078 -2.1982 -3.1428
H 0.9461 -3.0735 -2.6358
H 0.6943 -2.3134 -4.2261
H 1.0339 -1.2862 -2.8151
C -1.6077 -3.5271 -3.1063
H -1.0997 -4.2241 -2.4208
H -2.6881 -3.5400 -2.9050
H -1.4212 -3.8551 -4.1442
C -1.6262 -1.1393 -3.9896
H -1.7882 -1.6975 -4.9259
H -2.5895 -0.7109 -3.6783
H -0.9303 -0.3083 -4.1816
C -2.4358 -3.8259 -0.0520
H -1.3400 -3.9537 -0.0609
H -2.7655 -4.1432 0.9527
H -2.8781 -4.5060 -0.8002
C -3.1079 -1.6587 1.0551
H -2.1699 -1.4553 1.5829
H -3.6647 -0.7179 0.9543
H -3.6864 -2.3446 1.6946
C -4.1097 -2.1858 -1.2248
H -3.9569 -1.5758 -2.1344
H -4.4758 -3.1813 -1.5267
H -4.9026 -1.6777 -0.6519
C 4.3922 -0.2835 2.1740
H 4.8446 -1.1628 2.6712
H 4.1132 -0.6170 1.1565
H 5.1606 0.5042 2.0939
C 2.5441 -1.0442 3.6883
H 1.5630 -0.8341 4.1290
H 2.4352 -1.8798 2.9802
H 3.2110 -1.3718 4.5052
C 3.5153 1.2489 4.0866
H 3.5773 0.7496 5.0677
H 4.4868 1.7199 3.8621
H 2.7521 2.0371 4.2036
C 1.3450 3.0840 0.0112
H 1.1788 4.1495 0.2349
H 1.5902 2.9466 -1.0506
H 0.3894 2.5689 0.1592
C 3.6875 2.1095 0.0173
H 3.4410 1.2001 -0.5612
H 3.8595 2.9199 -0.7093
H 4.6146 1.9405 0.5926
C 2.8912 3.6114 1.9403
H 2.0352 3.8643 2.5885
H 3.7434 3.3097 2.5661
H 3.1739 4.5119 1.3698
Ca 0.5089 -0.6453 0.3318
N 0.6557 0.5535 -1.6417
C -0.4836 0.9851 -2.0010
C -0.6534 2.0304 -3.0999
C 0.4382 2.1688 -3.9501
C -1.8003 2.8189 -3.2693
C 0.4143 3.0811 -5.0249
H 1.3152 1.5533 -3.7478
C -1.8421 3.7496 -4.3316
H -2.6330 2.7202 -2.5787
C -0.7411 3.8662 -5.1964
H 1.2730 3.1556 -5.6855
H -2.7253 4.3694 -4.4749
H -0.7714 4.5848 -6.0294
N -0.5531 -2.2076 3.2067
C -0.5430 -3.3776 3.8828
C 0.1562 -4.2879 3.1152
C 0.5626 -3.5835 1.9454
N 0.1240 -2.2926 2.0085
H -0.9509 -1.3109 3.5072
H -1.0366 -3.4528 4.8487
H 0.3624 -5.3248 3.3074
H 1.1308 -3.9188 1.1147

=====

Record 3
50
Properties=species:S:1:pos:R:3 method="wB97M-V/def2-TZVPD" charge=+1 total_energy_ha=-2092.025652 e_homo_ev=-10.999 molar_mass_g_mol=486.831
C 4.2353 3.6439 2.1990
C 3.1336 2.6777 1.7966
C 3.6611 1.5237 0.9294
I 3.6734 2.0352 -1.1682
C 3.0408 0.1780 1.1608
C 1.6070 -0.0356 1.0955
C 0.7056 1.1087 0.6971
C -0.2418 0.8181 -0.4900
N -0.4049 1.9309 -1.4196
C 1.1221 -1.2740 1.3826
Cl -0.5881 -1.6362 1.4308
C 1.9644 -2.3633 1.6967
N 1.6225 -3.6180 1.9803
S 2.9789 -4.4184 2.2502
N 4.0557 -3.2428 2.0177
C 3.3579 -2.1557 1.7108
C 3.8905 -0.8633 1.4327
N 5.3155 -0.6983 1.4495
H 4.9404 3.1699 2.8757
H 4.7324 4.0837 1.3412
H 3.7774 4.4676 2.7413
H 2.3962 3.2512 1.2418
H 2.6073 2.3003 2.6702
H 4.7058 1.4181 1.1745
H 1.3428 1.8943 0.3286
H 0.1680 1.5011 1.5582
H 0.1000 -0.0672 -1.0226
H -1.2377 0.5834 -0.1255
H -0.9108 2.6776 -0.9559
H 0.5019 2.3359 -1.6323
H 5.6687 -1.0545 0.5662
H 5.7059 -1.2908 2.1727
C -5.3278 -2.3281 -1.5604
C -4.2041 -1.5655 -0.8757
C -4.2052 -0.0613 -1.1450
O -3.7510 0.1927 -2.4565
C -4.7607 0.4382 -3.4425
N -2.8884 -2.0648 -1.4063
H -5.2053 -2.3489 -2.6442
H -5.3661 -3.3616 -1.2118
H -6.2872 -1.8681 -1.3347
H -4.2175 -1.7666 0.1954
H -3.4946 0.4229 -0.4683
H -5.1871 0.3717 -0.9515
H -5.6554 0.8744 -2.9977
H -5.0232 -0.4831 -3.9663
H -4.3482 1.1384 -4.1644
H -2.8511 -3.0794 -1.4969
H -2.1017 -1.7595 -0.8275
H -2.7531 -1.6326 -2.3317

=====

Record 4
87
Properties=species:S:1:pos:R:3 method="wB97M-V/def2-TZVPD" charge=0 total_energy_ha=-2789.173082 e_homo_ev=-9.450 smiles="CCOCCO[C@H]1C(=O)OC[C@@H]1[C@@H](I)CC.CCOP(=O)(OCC)OCC.CCOP(=O)(OCC)OCC" molar_mass_g_mol=706.485
C -2.8684 2.9897 -0.8627
C -3.6972 1.7094 -0.8768
O -4.2075 1.3953 -2.1646
C -5.3946 0.6136 -2.1600
C -5.2234 -0.8105 -2.7109
O -5.2485 -1.8673 -1.7521
C -4.2934 -1.6837 -0.7352
C -4.9612 -1.2537 0.5772
O -4.9232 -0.2300 1.1940
O -5.6143 -2.3804 0.9731
C -4.6034 -3.4277 0.8856
C -3.6125 -2.9869 -0.2161
C -2.2079 -2.4902 0.1770
I -1.3932 -3.3980 1.9535
C -1.2825 -2.6232 -1.0826
C 0.0832 -3.2604 -0.8547
H -2.3878 3.0035 0.1169
H -3.5281 3.8544 -0.9096
H -2.1112 3.0112 -1.6435
H -3.0586 0.9041 -0.4975
H -4.5173 1.8543 -0.1732
H -6.0889 1.1210 -2.8349
H -5.8781 0.5856 -1.1814
H -4.3312 -0.8586 -3.3452
H -6.0725 -1.0092 -3.3637
H -3.5127 -1.0435 -1.1450
H -5.1374 -4.3513 0.6833
H -4.1872 -3.4827 1.8884
H -3.5903 -3.7169 -1.0201
H -2.2498 -1.4330 0.4223
H -1.1009 -1.6106 -1.4521
H -1.8236 -3.1487 -1.8683
H 0.6799 -2.6745 -0.1596
H 0.6386 -3.2469 -1.7968
H 0.0217 -4.3008 -0.5473
O 2.0003 3.7946 -3.9935
P 1.8870 2.6516 -4.9040
O 1.8756 1.2487 -4.1553
C 0.8386 0.9623 -3.2056
C -0.4754 0.6033 -3.8721
O 3.2960 2.4922 -5.6719
C 4.3140 3.4890 -5.5797
C 5.3631 3.0993 -4.5608
O 0.9487 2.3566 -6.1465
C 0.3606 3.4582 -6.8782
C 1.3918 4.2351 -7.6691
H 0.7130 1.8135 -2.5313
H 1.2000 0.1224 -2.6132
H -0.9008 1.4636 -4.3902
H -1.2042 0.2670 -3.1324
H -0.3297 -0.1863 -4.6097
H 3.8848 4.4625 -5.3413
H 4.7635 3.5642 -6.5720
H 4.9051 2.9037 -3.5911
H 6.1037 3.8920 -4.4470
H 5.8738 2.1872 -4.8722
H -0.1721 4.1122 -6.1849
H -0.3762 3.0122 -7.5429
H 2.0611 4.7908 -7.0102
H 0.8975 4.9502 -8.3268
H 2.0037 3.5609 -8.2677
O 2.2176 -2.5485 5.1103
P 2.2692 -1.4445 6.0806
O 1.0231 -0.4833 5.8412
C -0.2881 -0.9742 6.1596
C -0.6265 -0.7962 7.6289
O 3.4397 -0.4535 5.5713
C 4.3653 -0.8481 4.5595
C 3.9581 -0.2970 3.2098
O 2.5444 -1.2755 7.6315
C 3.3295 -2.2668 8.3383
C 4.7894 -2.2296 7.9389
H -0.3966 -2.0161 5.8479
H -0.9865 -0.3811 5.5710
H -0.0103 -1.4367 8.2607
H -1.6723 -1.0482 7.8076
H -0.4482 0.2335 7.9376
H 4.4620 -1.9335 4.5213
H 5.3363 -0.4436 4.8532
H 2.9398 -0.5982 2.9628
H 4.6309 -0.6531 2.4283
H 3.9841 0.7933 3.2219
H 2.9040 -3.2576 8.1676
H 3.2147 -2.0365 9.3952
H 4.9304 -2.5813 6.9153
H 5.3736 -2.8715 8.5984
H 5.1760 -1.2124 7.9934

=====

Record 5
120
Properties=species:S:1:pos:R:3 method="wB97M-V/def2-TZVPD" charge=+1 total_energy_ha=-6521.502376 e_homo_ev=-7.846 molar_mass_g_mol=1088.029
C -1.3276 1.1657 4.1655
C -1.1440 0.4130 2.7146
O -2.4028 -0.0169 2.0823
P -3.1514 1.2717 1.1682
O -2.8531 2.7291 1.7739
C -2.7638 1.1783 -0.7356
C -1.2589 0.6161 -1.0645
C -0.4259 1.4659 -2.1892
C 0.6016 2.6129 -1.5364
C 1.6821 1.9083 -0.5071
C 2.0037 2.7745 0.8464
C 3.1602 2.1318 1.8228
N 3.2222 2.8888 3.1665
C -0.4112 3.6530 -0.7473
C 0.1930 5.2113 -0.6732
O 1.1881 5.5022 -1.7116
Si 0.4911 6.0250 -3.2252
C -1.3871 6.4228 -3.2052
C 0.7615 4.6707 -4.5972
C 1.3928 7.7105 -3.6801
O -4.9024 1.0188 1.2910
C -5.4086 1.5025 2.5846
C -5.9614 3.0622 2.5584
H -0.4348 1.9530 4.2476
H -1.1878 0.4450 5.0901
H -2.3489 1.7413 4.1647
H -0.4660 -0.5572 2.8661
H -0.4936 1.1413 2.0302
H -3.5509 0.4048 -1.1908
H -3.0234 2.2178 -1.2051
H -1.4082 -0.4797 -1.5144
H -0.7134 0.4657 -0.0407
H -1.2208 2.0477 -2.8504
H 0.2101 0.7110 -2.8341
H 1.4317 0.7946 -0.2314
H 2.7086 1.8593 -1.1154
H 2.4407 3.8204 0.4725
H 1.0782 3.0144 1.5208
H 4.2170 2.2941 1.3259
H 2.9096 1.0110 2.0490
H 3.9709 3.6323 3.1310
H 2.3212 3.4007 3.3336
H -1.4208 3.6857 -1.3756
H -0.7414 3.2559 0.3281
H -0.6546 6.0196 -0.5537
H 0.7881 5.2370 0.3624
H -1.5885 7.1524 -4.1284
H -2.0993 5.4954 -3.3296
H -1.7155 7.0587 -2.2498
H 0.8025 5.2173 -5.6393
H -0.1479 3.9227 -4.4894
H 1.7698 4.1260 -4.3481
H 0.6086 8.5544 -3.9849
H 2.1361 7.5981 -4.5787
H 2.0038 8.1517 -2.7748
H -4.5665 1.4291 3.4003
H -6.3629 0.8355 2.8366
H -5.0475 3.7630 2.8616
H -6.3261 3.4176 1.5022
H -6.8173 3.2288 3.3740
Al -7.1930 2.6196 4.9197
C 1.1612 -3.1742 1.6916
C 2.2456 -2.2566 1.1536
O 1.8451 -1.3472 0.3750
O 3.4125 -2.5231 1.5561
H 0.1756 -2.8934 1.3080
H 1.3670 -4.2067 1.3936
H 1.1358 -3.1182 2.7839
C -0.0818 -7.0363 -1.3162
C -0.3551 -7.4487 0.1268
C -1.6522 -6.8549 0.6798
C -1.5732 -5.3371 0.6561
N -1.5076 -4.0780 0.6364
H 0.0489 -5.9535 -1.4094
H 0.8382 -7.5063 -1.6779
H -0.9031 -7.3429 -1.9741
H 0.4919 -7.1381 0.7508
H -0.4104 -8.5416 0.1797
H -1.8096 -7.1906 1.7102
H -2.5102 -7.1806 0.0818
C -4.9150 7.0870 2.3180
C -5.6377 6.6026 3.3425
C -6.9665 7.3254 3.5413
O -7.8183 7.0009 4.3748
C -7.2615 8.5034 2.6836
C -6.5322 8.9962 1.6670
C -5.2537 8.2064 1.3996
O -4.4741 8.4371 0.4700
O -6.7848 10.0022 0.9350
O -5.3465 5.6461 4.1244
H -3.9582 6.6297 2.0917
H -8.1926 8.9941 2.9425
Na -5.4577 0.1068 -0.8165
C -1.9897 -5.2500 4.7354
Cl -2.0346 -3.5021 4.3931
Cl -0.4658 -5.9371 4.1188
Cl -2.0912 -5.5135 6.4946
Cl -3.3674 -6.0475 3.9350
O 3.2887 -5.4214 -4.6436
S 2.5790 -6.6850 -4.3729
O 1.1250 -6.4628 -4.4714
O 2.9135 -7.1556 -3.0164
O 2.9892 -7.7000 -5.3603
O 6.7035 -9.2166 -2.2913
S 8.0085 -8.6196 -2.0875
O 8.6045 -8.5053 -0.7744
O 8.0364 -7.1571 -2.8058
C 7.0680 -6.1916 -2.4177
C 7.3635 -5.6234 -1.0407
C 9.1755 -9.4308 -3.1499
H 6.0599 -6.6185 -2.4614
H 7.1064 -5.3798 -3.1522
H 7.2747 -6.3920 -0.2675
H 6.6653 -4.8202 -0.7928
H 8.3861 -5.2355 -0.9950
H 8.7595 -9.4973 -4.1579
H 9.3484 -10.4314 -2.7502
H 10.1091 -8.8655 -3.1475
Li 2.7844 -7.3701 -7.5443
Mg 1.1137 0.0154 -1.4397

=====

Record 6
60
Properties=species:S:1:pos:R:3 method="wB97M-V/def2-TZVPD" e_above_lowest_kcal_mol=0.00 charge=0 total_energy_ha=-1936.853425 e_homo_ev=-8.017 smiles="CCCn1c(N)c(C(=O)CSc2nnc(-c3cccnc3)n2-c2ccc(C)cc2C)c(=O)[nH]c1=O" molar_mass_g_mol=491.577
C 1.0481 2.7321 5.4231
C 2.0197 2.7178 4.2496
H 2.4766 3.7033 4.1445
C 1.3791 2.3597 2.9065
N 0.9213 0.9756 2.8535
C -0.3699 0.6046 3.1081
N -1.2303 1.4968 3.5799
H -1.0413 2.4820 3.5239
H -2.2017 1.1599 3.6053
C -0.7965 -0.7181 2.8675
C -2.2230 -0.9795 2.8250
O -3.0645 -0.2823 3.3804
C -2.7147 -2.1734 2.0424
H -2.3039 -3.0959 2.4554
H -3.8047 -2.1825 2.0789
S -2.2218 -2.2203 0.2835
C -1.7360 -0.5941 -0.0571
N -1.8777 0.4781 0.6800
N -1.2990 1.4942 0.0337
C -0.8158 1.0540 -1.1033
N -1.0646 -0.2947 -1.2101
C -0.8118 -1.2028 -2.2654
C -1.6253 -1.1630 -3.3893
C -1.4125 -2.0508 -4.4252
C -0.3914 -2.9897 -4.3478
C 0.4130 -3.0108 -3.2159
C 0.2265 -2.1306 -2.1604
C 1.1104 -2.1724 -0.9538
H 0.6113 -2.7126 -0.1482
H 2.0417 -2.6848 -1.1811
H 1.3406 -1.1673 -0.5994
H 1.2115 -3.7359 -3.1507
C -0.1713 -3.9770 -5.4515
H -0.5689 -3.6049 -6.3923
H -0.6793 -4.9121 -5.2148
H 0.8875 -4.1937 -5.5737
H -2.0476 -2.0153 -5.2974
H -2.4184 -0.4316 -3.4428
C -0.1212 1.8903 -2.0567
C 0.6717 1.4017 -3.0945
C 1.2901 2.3060 -3.9408
C 1.1055 3.6619 -3.7178
N 0.3651 4.1373 -2.7283
C -0.2295 3.2811 -1.9265
H -0.8316 3.6958 -1.1303
H 1.5702 4.4043 -4.3526
H 1.9082 1.9603 -4.7548
H 0.8118 0.3410 -3.2384
C 0.1633 -1.7208 2.5013
O -0.0261 -2.9037 2.2895
N 1.4726 -1.2376 2.4139
C 1.8945 0.0553 2.4786
O 3.0319 0.3815 2.2316
H 2.1787 -1.9216 2.1649
H 2.1412 2.4535 2.1280
H 0.5566 3.0305 2.6553
H 2.8200 2.0017 4.4428
H 1.5831 2.9732 6.3383
H 0.2745 3.4838 5.2804
H 0.5741 1.7627 5.5552